# 1
DFT (the ωB97M-V functional and the def2-TZVPD basis) results for one molecule with the formula C5H8O.

Properties
LUMO energy (eV): 0.04
ΔE to the lowest compared entry with this formula, charge and spin (eV): 5.0384
HOMO energy (hartree): -0.306
Molar mass (g mol⁻¹): 84.12
Orbital gap (eV): 8.38

The geometry in ORCA input format:
```
! RIJCOSX wB97M-V def2-TZVPD def2/J DEFGRID3
* xyz 0 1
C 1.950 -0.330 -0.414
H 1.048 -2.240 0.019
C -1.100 0.501 -0.442
H 0.477 -1.575 -1.512
H -2.077 2.117 0.036
H -0.579 0.940 -1.307
H 1.250 -0.119 1.629
C 0.784 -1.306 -0.498
H -0.680 -0.842 1.142
H 1.357 1.449 0.831
O -1.500 1.492 0.487
C 1.200 0.373 0.672
H -1.959 -0.085 -0.801
C -0.139 -0.373 0.303
*
```

Electronic structure analysis, Löwdin charges in units of e: 0.09 0.12 -0.26 0.11 0.09 0.13 0.12 -0.20 0.14 0.11 -0.06 -0.19 0.12 -0.31

# 2
DFT (the ωB97M-V functional and the def2-TZVPD basis) results for a 5-piece molecular cluster, C27H67N3O4P overall.

Properties
LUMO energy (eV): -7.21
ΔE to the lowest compared entry with this formula, charge and spin (eV): 3.1244
HOMO energy (hartree): -0.622
Molar mass (g mol⁻¹): 528.82
Orbital gap (eV): 9.72

The geometry in ORCA input format:
```
! RIJCOSX wB97M-V def2-TZVPD def2/J DEFGRID3
* xyz 3 1
H 3.678 -2.479 2.193
H 3.018 2.564 -6.216
C -3.089 0.982 -2.519
H -1.663 3.740 3.949
H -0.771 1.517 -4.021
H 1.800 -0.659 -4.654
C 0.230 -3.456 4.068
H 0.267 -4.335 4.711
H -3.417 3.420 5.942
H 3.159 4.994 -6.378
H -3.198 2.011 -2.862
H -3.198 -2.965 0.997
C 2.923 -2.997 -3.298
P 0.993 1.457 -2.462
H -3.017 -0.648 3.219
O -0.394 -1.533 0.570
C 1.255 -3.341 2.971
H 1.270 3.144 -3.894
H -3.570 1.626 2.593
N -2.530 1.909 4.481
C 3.505 3.112 -5.409
H -0.028 1.882 0.616
H -0.655 -6.070 -1.163
C 1.489 -0.288 -2.550
C -0.131 -5.139 -0.946
H 3.265 5.092 -4.493
O -1.165 0.066 2.610
H 0.836 -1.742 2.014
C -2.894 2.463 5.918
H 1.139 -0.842 -1.679
H 1.665 -1.205 3.366
C 2.893 -1.833 1.799
C -1.772 -4.597 0.764
H 0.319 -2.644 4.789
H -0.488 2.610 4.485
H 1.579 1.537 -4.696
H -0.705 -3.470 3.507
H -3.544 1.753 6.429
C -3.143 -4.020 0.730
H -1.169 -0.548 1.872
H 3.558 -2.251 -3.776
H -0.540 -3.160 0.019
H 3.758 1.304 -4.076
C 1.810 2.197 -3.860
H 3.151 -0.774 1.825
C 1.568 2.247 -0.958
H 4.541 3.149 -5.747
H -4.453 1.356 4.102
C -2.010 -0.425 3.573
C 1.427 -2.588 -3.600
N 1.642 -1.872 2.609
H -3.762 -0.511 -1.079
H -1.134 -0.943 0.328
C 1.824 2.213 1.527
C -4.005 0.504 -1.393
C -3.767 2.028 3.586
H -3.937 -4.446 1.345
H -3.435 -4.044 -0.319
C 1.824 3.682 1.877
H 3.133 -2.924 -2.231
C -1.371 2.694 3.851
H -5.011 0.643 -1.790
H 3.672 2.776 -3.159
H -1.918 2.610 6.380
H 3.118 -3.998 -3.682
H 0.984 4.165 1.377
H -1.142 2.449 2.814
H -1.573 -1.386 3.846
H 0.241 -4.742 -1.891
H -3.317 0.401 -3.414
C -1.572 0.782 -2.147
H -3.885 1.038 -0.450
C -0.718 1.770 -2.962
H 2.616 -2.162 0.798
H 2.653 2.149 -0.926
H 1.247 0.629 0.275
H -1.366 0.939 -1.088
C 1.024 1.688 0.407
O 1.712 -4.274 2.289
H -0.820 2.849 -2.844
H 2.798 1.733 1.432
H 2.721 4.174 1.499
H -1.425 -0.266 -2.410
N -0.931 -3.992 -0.400
H 1.400 3.318 -1.068
H -4.174 3.039 3.607
H 1.316 1.760 2.379
C 1.173 -1.027 -3.842
C 3.004 4.544 -5.398
H -1.138 0.594 5.415
H -1.503 -3.640 -1.154
H 1.084 -3.169 -4.456
H 0.203 -0.811 -4.290
H 0.762 -2.964 -2.823
H 1.928 4.544 -5.221
H -2.706 -0.086 5.457
H 1.695 3.753 2.957
C -2.039 0.483 4.811
C 3.340 2.311 -4.088
H 2.569 -0.361 -2.427
H 0.690 -5.386 -0.274
O -1.268 -5.382 1.507
*
```

Atom charges from the Löwdin analysis, given in e for atoms 1 to 99: 0.12 0.11 -0.23 0.11 0.11 0.11 0.03 0.12 0.11 0.09 0.11 0.09 -0.07 0.99 0.13 -0.37 -0.30 0.09 0.10 -0.30 -0.24 0.10 0.12 -0.28 0.02 0.08 -0.09 0.08 0.05 0.07 0.17 0.02 -0.37 0.09 0.11 0.10 0.09 0.11 0.03 0.01 0.07 0.06 0.11 -0.31 0.10 -0.23 0.11 0.11 -0.26 -0.21 0.09 0.06 -0.05 -0.31 -0.10 0.04 0.11 0.10 -0.07 0.06 0.01 0.09 0.10 0.11 0.08 0.08 0.08 0.10 0.08 0.12 -0.24 0.06 -0.24 0.10 0.11 0.08 0.08 -0.26 0.14 0.12 0.11 0.09 0.10 0.08 0.11 0.12 0.08 -0.21 -0.10 0.14 0.15 0.11 0.10 0.05 0.05 0.14 0.08 -0.08 -0.19

# 3
DFT (the ωB97M-V functional and the def2-TZVPD basis) results for C4H11N2O as an isolated structure.

Properties
LUMO energy (eV): 4.00
ΔE to the lowest compared entry with this formula, charge and spin (eV): 1.0155
HOMO energy (hartree): -0.095
Molar mass (g mol⁻¹): 103.14
Orbital gap (eV): 6.59

The geometry in ORCA input format:
```
! RIJCOSX wB97M-V def2-TZVPD def2/J DEFGRID3
* xyz -1 1
H 1.484 0.081 -1.853
C 1.158 -1.992 -1.759
O -1.041 0.116 -0.312
H 1.575 -2.975 -2.018
C -1.129 1.656 1.513
H -2.022 1.130 1.877
H 0.628 1.132 0.425
H -0.597 -2.863 -1.350
H -1.436 2.453 0.833
H -0.017 1.583 3.254
C 1.918 -0.897 -1.995
C -0.306 0.630 0.726
H 2.957 -0.994 -2.286
N -0.091 -1.999 -1.247
H -0.028 -0.156 1.460
H -0.588 -0.886 -0.757
N -0.333 2.264 2.580
H -0.865 2.967 3.078
*
```

Electronic structure analysis, Löwdin charges in units of e: 0.01 -0.43 -0.23 0.07 -0.31 0.10 0.10 0.02 0.10 0.05 -0.11 -0.41 -0.01 -0.05 0.10 0.01 -0.04 0.04

# 4
DFT (the ωB97M-V functional and the def2-TZVPD basis) results for C26H23Br3CeN8O5 as an isolated structure.

Properties
LUMO energy (spin up / spin down) (eV): -2.87 / -2.86
⟨S²⟩: 0.751
ΔE to the lowest compared entry with this formula, charge and spin (eV): 0.6976
HOMO energy (spin up / spin down) (hartree): -0.373 / -0.373
Molar mass (g mol⁻¹): 907.35
Orbital gap (spin up / spin down) (eV): 7.29 / 7.29

The geometry in ORCA input format:
```
! RIJCOSX wB97M-V def2-TZVPD def2/J DEFGRID3
* xyz 1 2
H -2.955 -1.477 0.508
N -2.888 -0.805 1.315
C 6.581 2.022 3.494
H 3.520 1.167 0.813
Br 0.763 3.762 0.157
C 0.594 -5.632 0.266
C -3.126 -0.450 -4.922
N -0.785 0.742 -2.296
H 0.082 -1.817 1.911
C 0.447 -0.136 -4.134
C 0.587 -1.404 -0.329
N -5.816 1.124 1.933
C 4.447 3.085 3.674
H 2.523 -1.068 0.603
Br -5.942 0.166 -1.938
C -4.314 0.283 -2.923
O 0.546 -2.593 2.272
H 0.825 -5.660 -1.907
H 5.739 2.636 5.396
N -3.497 1.688 1.575
H 0.542 -5.149 2.381
C 0.719 -3.416 1.212
H -5.967 2.086 2.179
H 1.221 0.562 -2.332
O -0.492 -0.953 0.393
Ce -1.276 1.111 0.385
C 2.555 1.478 0.549
H -6.551 0.474 1.720
C 5.574 2.567 4.294
C 2.304 2.911 0.844
C 4.276 3.045 2.312
H -2.446 -1.410 2.015
O -2.811 3.508 0.626
C -4.273 -0.284 -4.224
H 0.337 -1.252 -1.422
H -5.148 -0.674 -4.694
O -4.751 3.464 1.544
C 3.008 3.586 1.765
C 6.344 1.858 2.143
N 1.852 -0.649 -0.044
C 0.373 0.448 -2.890
C -1.891 0.448 -2.991
N -4.197 -0.455 1.671
C 5.222 2.376 1.550
H 0.998 -3.398 -2.117
Br -3.219 -1.471 -6.491
H -4.836 -1.101 2.085
H 1.453 -0.362 -4.475
C 0.648 -4.759 1.358
H 7.501 1.731 3.921
H 0.448 -6.672 0.472
C 0.807 -2.875 -0.088
C 0.843 -3.749 -1.144
C 0.710 -5.103 -1.015
H 5.166 2.374 0.405
N 1.613 0.723 0.110
C -4.547 0.829 1.703
C -3.113 0.568 -2.280
O -3.023 1.008 -1.067
H 2.716 4.565 2.049
H 3.655 3.488 4.315
H -0.600 -0.985 -5.793
H 7.196 1.437 1.584
C -0.655 -0.408 -4.910
N -3.723 2.953 1.243
C -1.894 -0.108 -4.320
*
```

Electronic structure analysis, Löwdin charges in units of e: 0.15 0.01 -0.07 0.09 0.90 -0.05 -0.64 0.08 0.06 -0.03 -0.39 0.24 -0.05 0.15 0.76 -0.55 0.05 0.10 0.12 0.02 0.13 -0.29 0.11 0.07 -0.39 1.29 -0.13 0.13 -0.06 -0.60 -0.24 0.13 0.00 -0.17 0.13 0.09 0.12 -0.07 -0.08 0.05 -0.12 -0.13 0.04 -0.08 0.10 0.83 0.16 0.12 -0.02 0.10 0.10 -0.10 -0.05 -0.07 0.15 -0.02 -0.37 -0.39 -0.26 0.10 0.12 0.08 0.12 0.01 -0.44 -0.16

# 5
DFT (the ωB97M-V functional and the def2-TZVPD basis) results for C24H16AlClIN3O4 as an isolated structure.

Properties
LUMO energy (eV): -0.55
HOMO energy (hartree): -0.297
Molar mass (g mol⁻¹): 599.75
Orbital gap (eV): 7.54

The geometry in ORCA input format:
```
! RIJCOSX wB97M-V def2-TZVPD def2/J DEFGRID3
* xyz 0 1
O 1.027 1.058 -1.170
C -3.544 -3.199 0.617
H -5.857 0.217 0.532
H -3.336 2.615 3.443
H -2.497 2.506 -0.820
H -2.105 2.310 2.188
C 0.671 -1.769 3.912
H -0.353 -2.491 5.650
O -2.600 0.740 3.476
N 2.724 -0.085 -0.083
C -2.391 2.126 3.222
C 5.344 0.950 -3.264
C -4.296 1.488 -0.171
C -1.739 -1.781 -0.172
C -4.827 0.290 0.210
H 1.522 -2.432 4.028
C 1.778 -0.852 1.904
C 2.832 2.105 -3.013
H 6.323 0.497 -3.365
H -2.272 -0.923 5.346
C 0.634 -0.907 2.812
C -0.370 -1.803 4.813
I -0.836 -4.576 0.384
H -1.617 2.524 3.880
C -4.431 -2.164 0.593
Al -0.078 0.211 -0.066
C -2.682 -0.706 -0.186
C 4.947 1.950 -4.146
H 5.614 2.269 -4.939
H 4.781 -0.246 -1.561
C -2.943 1.559 -0.535
Cl -6.085 -2.432 1.061
C 3.693 2.531 -4.016
C -1.491 -0.046 3.586
C 2.292 0.653 -1.065
C -0.475 -0.045 2.614
C -4.018 -0.867 0.205
C -2.191 -3.010 0.247
H 1.850 2.545 -2.901
H 3.385 3.313 -4.700
H -3.878 -4.178 0.937
N 1.636 -0.328 0.758
H 2.754 -1.211 2.226
C -1.443 -0.930 4.647
N -2.156 0.507 -0.536
O -0.500 -1.475 -0.530
C 3.226 1.103 -2.131
O -0.591 0.752 1.548
C 4.489 0.528 -2.258
H -4.894 2.390 -0.177
*
```

Electronic structure analysis, Löwdin charges in units of e: 0.01 -0.15 0.10 0.09 0.13 0.07 -0.05 0.10 -0.08 0.15 -0.06 -0.08 -0.03 -0.37 0.00 0.11 0.00 -0.02 0.10 0.12 -0.12 -0.08 0.94 0.10 -0.60 0.09 -0.12 -0.09 0.10 0.11 -0.08 0.69 -0.08 -0.22 -0.34 -0.19 -0.16 -0.63 0.11 0.10 0.10 0.01 0.14 0.01 0.13 -0.02 -0.14 -0.01 -0.03 0.11

# 6
DFT (the ωB97M-V functional and the def2-TZVPD basis) results for a 3-piece molecular cluster, C26H44ClN5O5 overall.

Properties
LUMO energy (eV): 0.53
HOMO energy (hartree): -0.287
Structure (SMILES): [H]/N=C(\C)C[C@]1(OCCNC[C@H](C)O)OC(=O)O[C@@]1(CCCCN)[C@@H](Cl)CC.c1cc[nH]c1.c1cc[nH]c1
Molar mass (g mol⁻¹): 542.12
Orbital gap (eV): 8.33

The geometry in ORCA input format:
```
! RIJCOSX wB97M-V def2-TZVPD def2/J DEFGRID3
* xyz 0 1
C -6.425 -2.617 -2.553
H 5.651 -5.875 1.123
C -3.798 -1.627 5.650
H -2.813 1.511 -1.199
H 1.626 6.656 0.355
H 6.536 -5.806 -0.398
H -0.278 6.743 1.470
C 0.718 0.594 -1.086
C 0.739 5.520 -1.232
H 0.879 7.634 -0.910
O -1.355 0.115 1.570
H 0.088 5.707 -2.090
N -4.345 -3.236 -2.118
H -0.665 3.924 -0.828
C 2.641 -0.896 -1.188
H 2.171 -2.844 -2.003
H 1.754 1.418 4.313
C 1.348 3.094 -0.827
C 1.833 2.245 2.301
H -5.413 -0.123 6.039
C -5.378 -2.447 -1.689
C -4.720 -3.910 -3.249
H -4.578 0.913 3.680
H 4.831 -4.616 -2.215
N -0.491 6.837 0.485
H -7.383 -2.132 -2.483
C -0.555 0.490 0.757
H 2.144 0.397 1.238
C 5.556 -5.659 0.058
H 2.283 -1.249 -0.221
C -6.006 -3.546 -3.546
H 1.374 2.929 -1.908
H -2.149 -2.438 4.386
C 2.128 1.461 1.009
H 1.247 3.134 2.078
H -5.280 -1.838 -0.806
C -4.621 -0.494 5.410
C -1.511 0.117 -2.237
N 4.259 -2.613 -1.819
H -2.699 -0.528 2.868
H 4.842 -6.367 -0.367
C 4.343 -4.021 -1.435
H -3.030 -0.167 -0.739
H 3.557 -0.325 -1.074
H 0.325 4.383 0.553
C 1.107 1.764 -0.120
C 0.338 4.214 -0.523
H -0.711 2.076 -1.847
H -2.194 -1.502 -2.912
H 0.156 1.790 3.637
N -1.328 -0.961 -2.886
H 1.029 0.369 3.109
C -0.351 1.083 -2.100
H 2.792 2.596 2.682
O 4.179 -3.850 0.929
C 5.090 -4.218 -0.124
H 3.341 -4.428 -1.276
H -3.637 0.427 -2.311
C -4.219 0.052 4.218
C -2.825 0.490 -1.586
C 2.931 -2.071 -2.116
H -3.452 -3.315 -1.669
O 0.063 -0.302 -0.118
C 0.756 6.733 -0.305
H 2.332 3.477 -0.565
O -0.186 1.771 0.603
H 0.146 1.145 -3.068
C 1.151 1.412 3.406
N -3.191 -0.702 3.731
H 5.948 -3.541 -0.099
H 4.632 -3.264 1.541
O 1.647 -0.072 -1.827
H -3.840 -2.291 6.497
H -6.585 -3.907 -4.379
H -4.045 -4.588 -3.742
H 1.748 5.408 -1.648
C -2.929 -1.726 4.594
H -0.867 7.773 0.397
H 2.897 -1.672 -3.134
H 4.875 -2.436 -2.596
Cl 3.822 1.816 0.486
*
```

Electronic structure analysis, Löwdin charges in units of e: -0.11 0.08 -0.12 0.08 0.11 0.08 0.06 -0.38 -0.20 0.10 0.14 0.11 0.00 0.11 -0.16 0.12 0.07 -0.13 -0.23 0.08 -0.15 -0.14 0.10 0.12 0.00 0.09 -0.57 0.10 -0.05 0.13 -0.11 0.13 0.10 -0.54 0.10 0.10 -0.12 -0.39 -0.05 0.09 0.08 -0.19 0.08 0.08 0.10 -0.30 -0.18 0.10 0.04 0.08 0.17 0.07 -0.02 0.09 -0.05 -0.43 0.12 0.09 -0.15 -0.02 -0.17 0.14 0.13 -0.28 0.08 0.08 0.14 -0.07 0.01 0.14 0.09 -0.01 0.08 0.09 0.10 0.11 -0.15 0.06 0.13 0.11 0.69

molar mass of number 5 (C24H16AlClIN3O4)? 599.75 g mol⁻¹

molar mass of number 2 (C27H67N3O4P)? 528.82 g mol⁻¹

Among the records above, which one has the highest molar mass? C26H23Br3CeN8O5

Which value of molar mass does entry 3 give? 103.14 g mol⁻¹